Entry 1:
The following is a quantum chemistry calculation of a 6-piece molecular cluster, C27H71N5O8 overall in a non-equilibrium geometry, from the Open Molecules 2025 dataset.

Output
SMILES string ... COC[C@H](C)N.COC[C@H](C)N.COC[C@H](C)N.COCCNCCOC.COCCNCCOC.CC(C)O
LUMO level ... 0.019 Eh

```
! wB97M-V def2-TZVPD RIJCOSX def2/J DEFGRID3
* xyz 0 1
H -9.63 2.72 -6.91
H -10.19 -0.59 -8.32
H -2.24 -5.83 1.47
H -4.99 1.43 -4.51
H -7.58 1.89 -1.91
H 1.76 -6.03 -4.44
C -7.34 1.36 -2.84
C 8.75 1.11 -1.65
O 0.02 -1.77 1.15
H -7.00 -6.31 2.17
H 7.13 2.16 -1.70
H 2.40 -9.24 -2.70
C -5.99 1.69 -4.84
H 1.74 -7.61 -2.45
H 1.27 -2.02 2.67
H -3.65 -8.41 1.86
C -6.20 -6.99 2.46
H -3.18 -5.86 3.40
H 2.82 10.51 6.58
O 7.80 1.97 -1.04
H 3.85 10.22 9.46
C -6.73 0.60 -5.64
H -4.06 -7.35 4.05
H -7.93 -0.82 -7.41
N -2.69 -6.60 1.00
N 3.89 -8.74 -4.86
H -0.84 -1.23 -0.74
H -0.88 -7.47 2.65
C -9.72 0.31 -7.91
H 1.88 -8.44 -4.86
H 0.69 -0.34 2.50
H 1.46 7.42 6.54
C -8.59 -0.05 -6.99
N 2.68 8.76 7.54
C 3.44 10.80 8.63
H 2.62 12.16 10.73
H -7.14 -0.18 -5.00
H 1.89 8.88 5.60
C 3.09 -4.88 -6.51
H 3.96 0.19 1.26
C 9.59 1.88 -2.70
H 3.49 -5.99 -4.10
H 3.96 -8.34 -5.78
C 1.01 -1.23 1.96
H -8.37 1.44 -5.82
C 2.30 -0.80 1.18
H 10.11 2.70 -2.21
H -5.65 2.44 -5.56
H -5.98 -7.65 1.62
H 3.38 -2.55 1.62
H -10.81 2.63 -8.34
H 3.50 4.34 6.87
C 3.42 9.96 7.30
H -8.35 1.31 -3.24
H 8.22 0.25 -2.06
H 8.96 2.33 -3.46
C 3.66 5.41 6.80
H 2.09 13.39 9.49
H -6.40 -7.50 3.40
H 8.93 -0.15 0.00
O -6.59 2.28 -3.69
H 9.70 1.19 0.32
H 4.47 7.52 5.94
H 2.53 -2.73 0.10
H -11.32 2.92 -6.68
H -1.57 -8.93 1.93
H -9.41 0.69 -8.88
H 2.40 -4.14 -6.09
C 2.02 12.36 9.84
N -7.76 1.03 -6.51
H 4.13 -4.59 -6.33
H 2.90 0.75 2.29
H 3.93 -1.87 0.05
H 10.42 1.30 -3.11
H 2.99 -4.96 -7.59
N 3.32 -0.11 1.97
C 2.72 -6.46 -4.71
H 4.69 5.72 6.95
H 0.20 -0.11 -0.09
H 10.43 -0.04 -0.91
O 2.17 11.20 8.96
H 4.44 9.61 7.10
H -9.09 -0.56 -6.17
H 4.19 11.58 8.52
H 0.98 12.32 10.19
H 4.73 -8.51 -4.35
H -5.93 0.06 -6.15
C 3.47 7.32 5.58
C 2.57 -8.18 -2.88
C -0.59 -0.80 0.23
O 3.10 5.94 5.65
C 2.25 8.13 6.31
O 2.94 -6.20 -6.07
C 9.58 0.54 -0.54
H 2.07 8.80 8.35
C -1.76 -8.10 2.60
H 2.12 -0.17 0.31
H -1.30 -0.20 0.80
H 3.54 7.52 4.51
C -10.60 2.39 -7.30
C -3.83 -6.71 3.20
C -3.10 -7.51 2.12
H 3.46 -7.94 -2.29
H -3.52 -6.22 0.57
C 2.74 -7.97 -4.39
H -1.98 -8.51 3.59
H 3.24 5.85 7.71
O -5.08 -6.12 2.71
C 3.08 -2.02 0.71
O -10.66 1.03 -7.10
H -7.00 0.33 -2.76
*
```

Here are the Mulliken charges for atoms 1 to 6, given in e: 0.274 0.402 0.263 0.392 0.306 0.370

---

Entry 2:
The following is a quantum chemistry calculation of a 3-piece molecular cluster, C24H45BClF6O6S overall in a non-equilibrium geometry, from the Open Molecules 2025 dataset.

Output
LUMO level ... 0.062 Eh

```
! wB97M-V def2-TZVPD RIJCOSX def2/J DEFGRID3
* xyz -1 1
C -7.76 1.27 1.44
H -7.24 3.59 -2.05
O 7.38 -1.50 -0.24
C 0.16 3.16 0.91
H -1.56 4.88 1.76
H -8.10 0.63 0.60
H -7.35 0.56 2.19
H 2.80 2.40 1.21
H -5.49 4.66 0.20
C -10.30 1.81 1.27
H -5.89 2.46 1.82
F 8.68 -0.84 -3.29
O 7.47 -8.09 -1.35
C 8.65 -8.11 -1.46
B -5.90 1.88 -0.45
H -3.91 4.93 1.88
H -11.06 2.50 1.70
H -4.32 0.91 2.28
F 8.81 -10.44 -1.06
H 1.67 1.66 2.99
H 1.45 3.16 -0.90
H -3.57 3.19 1.71
H 0.62 4.08 1.32
C -5.54 0.29 -0.63
H -8.73 3.07 2.24
C 7.44 -1.63 -1.42
C 2.29 1.70 0.52
H -4.03 4.94 -0.77
H -6.50 -0.22 -0.89
H -4.49 -1.39 0.25
H -7.13 3.24 0.81
H -3.29 -0.48 1.97
H 3.16 0.68 2.78
H -2.03 5.46 0.16
H 5.13 -2.52 -0.73
C -4.61 2.84 -0.84
H -9.68 2.92 -0.22
S -7.25 2.24 -1.81
H 0.50 1.67 -0.68
Cl -4.45 -0.06 -2.09
C -2.07 4.56 0.82
H 9.44 -5.06 -2.10
H 3.00 1.38 -0.29
C 9.50 -9.38 -1.45
H -10.62 0.76 1.37
C -3.53 4.16 1.17
H -1.71 2.45 0.11
C -4.51 4.21 -0.07
O -10.14 2.09 -0.10
C 8.74 -1.64 -2.22
H 7.89 -5.83 -2.38
H 3.64 -0.49 -0.78
F 9.03 -2.87 -2.67
F 9.98 -9.65 -2.67
C 2.06 0.70 2.60
H -0.91 3.80 -0.85
O 9.42 -7.04 -1.63
C 4.65 -0.46 -1.20
H -0.04 2.40 1.69
H 7.85 -4.34 -0.35
F 10.55 -9.27 -0.63
C -3.90 0.30 1.45
H -9.15 1.54 3.12
H 1.56 -0.13 3.14
C -8.99 2.00 2.12
C -6.61 2.27 0.99
C 8.31 -5.33 -0.30
O 6.40 -1.81 -2.23
H -3.62 2.35 -0.77
H -4.73 3.11 -1.92
H 4.65 0.20 -2.07
H 5.31 -0.01 -0.46
C 1.09 2.44 -0.13
C -1.20 3.43 0.16
H 4.42 -2.27 -2.32
H -5.79 -0.81 1.31
C 5.11 -1.84 -1.59
H 9.16 -5.30 0.37
O 1.79 0.53 1.21
H -3.19 0.89 0.85
H 7.59 -6.02 0.13
C 8.74 -5.78 -1.69
F 9.78 -1.24 -1.50
C -4.99 -0.46 0.63
*
```

Here are the Mulliken charges for atoms 1 to 6, given in e: -0.365 0.016 -0.506 -0.550 0.432 0.280

---

Entry 3:
The following is a quantum chemistry calculation of C18H20BrGeN2O7SeV as an isolated structure in a non-equilibrium geometry, from the Open Molecules 2025 dataset.

Output
LUMO level (spin up / spin down) ... -0.192 / -0.173 Eh

```
! wB97M-V def2-TZVPD RIJCOSX def2/J DEFGRID3
* xyz 1 2
O -0.42 -0.52 -5.50
C 3.28 -0.33 -3.94
H -0.46 -1.95 4.08
H 1.88 -0.38 -5.57
C -0.02 -4.55 0.93
N -0.39 -0.71 -4.31
C 2.40 -0.54 -1.74
O 4.22 -0.09 -6.03
O -1.34 -1.02 -3.62
N 4.45 -0.16 -4.84
H -0.74 -5.75 4.06
H -3.47 -3.50 1.59
O 1.64 -1.04 0.52
C -1.19 1.89 -0.11
C -1.59 -5.22 3.63
H 0.16 0.75 2.82
H 0.92 -4.95 1.30
C -2.24 -3.17 -1.20
H 4.49 -0.31 -2.17
O 5.54 -0.10 -4.32
H -2.66 -2.73 -2.10
C 0.94 -0.59 -3.65
C 3.50 -0.39 -2.58
V -0.06 -0.80 0.32
Se -2.35 -1.79 0.18
C -0.37 1.39 2.13
H -2.16 3.79 -0.33
O 0.04 -0.80 -1.45
C -0.54 1.02 0.78
C -0.86 2.61 2.58
H -2.18 -4.81 4.45
H -0.56 -5.36 0.44
Ge -1.02 -3.83 2.43
H 0.43 -1.69 2.58
C 2.03 -0.43 -4.50
Br -2.16 5.09 2.29
H -0.73 2.91 3.61
H -1.22 -3.48 -1.36
H -2.20 -5.94 3.08
C -1.50 3.45 1.68
H -1.32 1.62 -1.15
C 2.71 -0.60 -0.29
C -2.61 -2.86 1.79
H 0.99 -2.90 3.70
O 3.75 -0.33 0.22
C -1.67 3.11 0.35
H -2.86 -4.00 -0.85
C 1.11 -0.64 -2.27
H -2.91 -2.13 2.54
C 0.08 -2.46 3.28
H 0.24 -3.82 0.16
*
```

Here are the Mulliken charges for atoms 1 to 6, given in e: -0.605 -0.518 0.382 0.690 -0.977 1.018

---

Entry 4:
The following is a quantum chemistry calculation of C26H41N3OY as an isolated structure, from the Open Molecules 2025 dataset.

Output
LUMO level ... -0.088 Eh

```
! wB97M-V def2-TZVPD RIJCOSX def2/J DEFGRID3
* xyz 1 1
H -5.10 -2.47 0.77
H -2.42 -1.12 2.98
H -0.43 0.28 -3.57
H -0.10 2.34 4.15
N -0.14 -0.12 2.31
H -3.30 0.68 1.45
H -3.42 -1.80 -3.71
C -2.98 1.00 -0.73
N 0.20 -1.85 3.86
H -2.62 3.11 -2.70
Y -0.52 0.14 -0.25
C -1.74 -3.18 1.17
C 1.22 -1.04 -1.84
H -2.47 -1.11 -5.02
C 0.26 -0.57 3.52
C -2.98 -2.27 1.21
C 0.60 1.67 3.65
C -4.86 2.61 -1.11
H -1.46 3.31 -1.39
H 2.32 -0.69 1.28
H 1.80 -0.63 5.81
C -2.68 0.05 -1.77
C -2.80 -1.10 0.25
H 2.45 1.56 -0.15
H -3.31 -2.62 3.31
H -5.08 2.24 -2.10
H -3.50 4.15 0.63
H -1.33 1.08 -4.84
H -3.94 2.63 1.39
O -0.15 1.91 1.32
H 1.30 -2.62 -0.27
H 0.42 -2.17 4.79
C -3.81 0.87 -3.90
C 1.10 0.21 5.72
H -5.47 2.05 -0.40
C -2.53 -1.22 -3.94
C 1.43 -1.59 -0.55
C -1.31 0.90 -3.76
H -4.35 -3.93 1.44
H -1.83 -3.99 1.90
H -3.86 1.93 -3.68
H -3.78 0.78 -4.99
C 1.98 -0.57 0.26
C 2.05 0.62 -0.50
H -5.17 3.65 -1.06
H -1.16 1.86 -3.28
C -3.04 0.26 0.49
C -3.23 -1.77 2.63
H -4.06 -3.48 -0.25
H 1.57 2.16 3.54
H 1.58 1.00 -2.64
H 1.62 1.10 6.05
H -2.82 4.40 -1.54
H -4.16 -1.21 2.69
C -2.58 0.18 -3.31
H -2.23 3.00 1.08
C -2.52 3.36 -1.65
C 0.07 1.21 2.32
H -1.62 -3.64 0.19
H -0.22 -2.50 3.21
C -4.20 -3.08 0.76
H 0.24 0.04 6.36
C 1.58 0.32 -1.80
H 0.88 -1.58 -2.71
C -3.37 2.49 -0.73
C -2.55 -1.22 -1.13
H -2.42 -2.16 -1.65
H -1.65 -1.78 -3.62
H -4.73 0.41 -3.55
H -0.82 -2.62 1.37
N 0.72 0.39 4.33
C -3.25 3.09 0.68
*
```

Here are the Mulliken charges for atoms 1 to 6, given in e: 0.372 0.325 0.202 0.377 0.484 0.544

---

Entry 5:
The following is a quantum chemistry calculation of one molecule with the formula C6H11N3 in a non-equilibrium geometry, from the Open Molecules 2025 dataset.

Output
SMILES string ... C=NN1CC(=C)CN1C
LUMO level ... 0.033 Eh

```
! wB97M-V def2-TZVPD RIJCOSX def2/J DEFGRID3
* xyz 0 1
N 0.19 0.36 0.86
C -1.08 -1.02 -0.25
H -0.38 -2.37 -2.22
C 1.55 1.63 2.10
H -1.85 -1.30 -1.09
C 0.34 -1.23 -0.75
H -0.98 1.55 -1.15
H -2.56 1.07 -0.79
H 2.58 1.21 1.90
H 1.76 -0.89 0.84
C 0.57 -1.98 -1.80
C 1.15 -0.41 0.06
H 1.63 2.51 2.67
N -1.10 0.22 0.42
H -1.35 -1.79 0.50
H 1.53 -2.08 -2.25
H 1.76 0.14 -0.59
H -1.53 2.25 0.38
N 0.47 1.39 1.63
C -1.59 1.37 -0.37
*
```

Here are the Mulliken charges for atoms 1 to 6, given in e: 0.743 -0.707 0.247 -0.358 0.385 0.685

---

Entry 6:
The following is a quantum chemistry calculation of one molecule with the formula C5H6O, from the Open Molecules 2025 dataset.

Output
SMILES string ... OC=C=C1CC1
LUMO level ... 0.010 Eh

```
! wB97M-V def2-TZVPD RIJCOSX def2/J DEFGRID3
* xyz 0 1
H -1.66 -1.67 0.85
H -1.44 0.82 0.46
C 0.06 -0.68 -0.15
H -1.51 -1.92 -0.96
H -1.44 0.57 -1.34
C 2.02 0.63 0.14
C 1.35 -0.53 -0.01
O 1.48 1.61 0.88
C -1.15 0.18 -0.38
C -1.24 -1.32 -0.09
H 0.52 1.42 0.85
H 3.00 0.89 -0.26
*
```

Here are the Mulliken charges for atoms 1 to 6, given in e: 0.229 0.307 0.488 0.221 0.227 0.065